Record 1
98
Properties=species:S:1:pos:R:3:mulliken_charge:R:1 method="wB97M-V/def2-TZVPD" fmax_ev_per_a=5.97 e_tot_ev=-112719.3759
Tl 24.20 -21.40 5.93 1.6797
C 29.74 -21.31 9.33 -0.2446
C 30.26 -19.97 9.63 0.2460
C 29.42 -18.66 9.06 0.1225
O 29.61 -17.56 9.53 -0.4789
C 28.32 -18.89 8.18 0.7628
C 27.97 -20.13 7.87 -0.1447
C 28.71 -21.37 8.40 -0.2594
O 28.35 -22.57 8.15 -0.7422
O 26.93 -20.13 7.12 -0.1064
O 31.25 -19.80 10.27 -0.4978
H 30.22 -22.21 9.70 0.5044
H 27.86 -18.04 7.70 0.5966
C 20.66 -18.11 4.05 0.5494
F 19.78 -19.09 4.34 -0.2054
F 20.35 -17.39 2.95 -0.2017
F 20.73 -17.32 5.14 -0.1870
S 22.43 -18.90 3.73 0.3042
O 22.27 -20.34 3.68 -0.0933
O 22.91 -18.39 2.47 -0.6701
N 23.39 -18.62 5.14 -0.0625
S 23.97 -17.19 4.89 0.8050
O 25.29 -17.30 4.26 -0.6123
O 23.03 -16.19 4.41 -0.6272
C 24.30 -16.45 6.73 0.4451
F 24.69 -15.16 6.62 -0.2181
F 23.13 -16.47 7.39 -0.2332
F 25.19 -17.23 7.43 -0.1299
C 25.37 -21.74 2.27 -0.5330
C 25.77 -20.31 2.69 -0.5101
O 26.18 -20.18 4.08 0.5600
O 24.41 -22.34 3.08 -0.1494
H 26.29 -22.31 2.40 0.0543
H 25.07 -21.69 1.22 0.4760
H 24.88 -19.74 2.44 -0.0296
H 26.57 -19.98 2.03 0.5435
H 27.12 -19.98 4.04 -0.2455
H 23.95 -23.02 2.58 0.0604
C 24.93 -23.26 9.33 -0.4631
C 23.55 -23.84 9.05 -0.6200
O 22.87 -22.93 8.13 -0.2468
O 25.56 -23.02 8.11 0.2132
H 25.55 -23.86 9.99 0.4231
H 24.81 -22.31 9.87 0.2026
H 23.01 -24.13 9.95 0.4386
H 23.62 -24.73 8.43 0.0979
H 21.92 -23.08 8.15 0.1460
H 26.50 -22.95 8.28 -0.1405
C 20.18 -22.48 0.27 -0.8094
C 20.67 -22.49 1.71 0.1054
O 19.67 -21.86 2.55 -0.5626
O 19.11 -23.39 -0.04 -0.5133
H 21.00 -22.89 -0.33 0.3058
H 20.10 -21.48 -0.15 0.4753
H 21.63 -21.98 1.77 0.0573
H 20.83 -23.50 2.08 0.2156
H 19.61 -20.94 2.31 0.2909
H 18.59 -22.89 -0.67 0.3166
C 22.54 -19.65 9.03 -0.8466
C 21.58 -19.53 7.89 -0.0412
O 21.58 -20.67 7.08 -0.2559
O 23.83 -19.99 8.56 -0.2244
H 22.27 -20.43 9.75 0.2764
H 22.47 -18.75 9.64 0.4699
H 21.91 -18.72 7.24 -0.1767
H 20.56 -19.27 8.19 0.4653
H 20.69 -20.77 6.72 0.1614
H 24.49 -19.48 9.03 0.0782
C 30.92 -19.06 5.19 -0.6997
C 29.81 -19.48 4.28 -0.3885
O 28.60 -18.91 4.73 -0.5150
O 30.78 -19.63 6.43 -0.3534
H 30.93 -17.98 5.33 0.2928
H 31.86 -19.35 4.72 0.3693
H 29.77 -20.55 4.06 0.2230
H 30.04 -19.10 3.29 0.4351
H 28.55 -18.96 5.68 0.1433
H 30.74 -20.59 6.38 0.2958
C 27.34 -25.26 5.71 -0.5889
C 27.33 -24.11 4.71 -0.7828
O 27.04 -22.91 5.42 0.2683
O 26.06 -25.71 6.23 -0.5341
H 28.00 -25.08 6.56 0.3677
H 27.69 -26.19 5.28 0.4220
H 26.60 -24.24 3.91 0.3084
H 28.26 -24.00 4.16 0.3235
H 27.72 -22.84 6.10 -0.1265
H 26.27 -26.37 6.89 0.2695
C 21.76 -24.44 4.59 -0.6496
C 22.88 -25.01 5.42 -0.3869
O 24.14 -24.29 5.29 -0.1255
O 21.51 -23.01 4.80 -0.2525
H 20.80 -24.96 4.61 0.4847
H 22.06 -24.68 3.57 0.2852
H 23.07 -26.08 5.31 0.4245
H 22.64 -24.95 6.48 -0.0075
H 24.90 -24.81 5.57 0.0521
H 21.02 -22.64 4.06 0.0789

---

Record 2
76
Properties=species:S:1:pos:R:3:mulliken_charge:R:1 method="wB97M-V/def2-TZVPD" fmax_ev_per_a=0.90 total_charge=+1 e_above_lowest_ev=0.0000 spin_multiplicity=2
Ir -1.19 -0.41 -1.63 1.3347
C 0.97 -3.54 -1.90 -2.3690
C 1.32 -2.09 -2.17 1.9600
C 0.46 -1.28 -2.97 -0.4517
C -0.78 -1.86 -3.61 -2.0362
C 0.77 0.08 -3.15 2.3270
C 0.04 0.92 -4.19 -2.7613
C 1.92 0.62 -2.51 0.7615
C 2.24 2.09 -2.70 -2.3119
C 2.75 -0.18 -1.77 2.0054
C 3.97 0.40 -1.10 -2.7064
C 2.48 -1.56 -1.65 0.6260
C 3.45 -2.48 -0.95 -2.5503
H 1.42 -4.21 -2.62 0.3612
H -0.11 -3.70 -1.92 0.4600
H 1.31 -3.84 -0.91 0.4641
H -1.73 -1.53 -3.08 0.3467
H -0.80 -2.94 -3.58 0.3946
H -0.91 -1.53 -4.64 0.4078
H -0.10 1.94 -3.85 0.5812
H -0.93 0.51 -4.44 0.3715
H 0.63 0.97 -5.11 0.4269
H 1.70 2.68 -1.95 0.2552
H 1.95 2.45 -3.68 0.5460
H 3.30 2.30 -2.58 0.4726
H 3.78 1.41 -0.75 0.5380
H 4.82 0.44 -1.79 0.4153
H 4.28 -0.18 -0.24 0.5176
H 3.16 -2.65 0.09 0.3159
H 4.46 -2.08 -0.96 0.4577
H 3.49 -3.45 -1.44 0.5458
N -2.58 1.61 -2.33 -0.4423
N -3.72 1.49 -1.52 -0.3462
C -3.98 0.38 -0.81 0.6168
N -5.12 0.37 -0.13 -0.3221
N -3.09 -0.63 -0.86 -0.1284
N -3.42 -1.89 -0.33 1.1222
O -4.49 -2.06 0.23 -0.7561
O -2.55 -2.73 -0.46 -0.5551
H -1.98 2.35 -1.97 0.3053
H -2.86 1.81 -3.29 0.2818
H -4.22 2.34 -1.30 0.2278
H -5.76 1.14 -0.21 0.1743
H -5.35 -0.44 0.41 0.2010
C 1.35 -1.00 1.43 -0.6067
Si 0.14 0.36 1.85 -0.5259
C -1.27 -0.35 2.93 2.6992
C -2.58 0.43 2.73 -1.7289
C -1.49 -1.80 2.51 -1.8405
C -0.93 -0.36 4.42 -2.1441
C 1.05 1.86 2.61 2.0553
C 2.03 2.43 1.58 -1.9994
C 1.88 1.43 3.83 -1.8665
C 0.05 2.95 3.00 -1.8276
H 1.74 -1.48 2.33 0.6995
H 2.19 -0.58 0.86 -0.3219
H 0.87 -1.76 0.81 0.2497
H -2.90 0.41 1.69 0.2258
H -2.48 1.48 3.02 0.2888
H -3.37 -0.01 3.35 0.5455
H -1.59 -1.91 1.43 0.0155
H -2.40 -2.20 2.98 0.5061
H -0.65 -2.44 2.81 0.4038
H -0.90 0.64 4.85 0.3457
H 0.03 -0.85 4.62 0.4363
H -1.70 -0.92 4.96 0.5188
H 2.78 1.69 1.30 0.3039
H 2.55 3.29 2.02 0.6068
H 1.52 2.77 0.67 0.3069
H 2.57 0.62 3.59 0.3476
H 1.27 1.11 4.67 0.3635
H 2.48 2.28 4.17 0.4914
H -0.56 3.26 2.15 0.2636
H 0.58 3.83 3.37 0.5034
H -0.63 2.62 3.79 0.3277
S -0.62 1.17 -0.02 -0.7285

---

Record 3
73
Properties=species:S:1:pos:R:3:mulliken_charge:R:1 method="wB97M-V/def2-TZVPD" fmax_ev_per_a=2.55 total_charge=+2 e_above_lowest_ev=2.5213 spin_multiplicity=7
Tb 0.75 -0.72 0.08 0.4755
P -0.70 -1.99 -1.97 0.6010
P -0.51 2.89 0.02 1.2167
N 1.98 0.25 -1.39 -0.1177
C 0.90 -1.63 -2.87 -1.3387
H 1.65 -2.40 -2.62 0.4122
H 0.59 -1.75 -3.92 0.3998
C 1.49 -0.22 -2.69 -0.3834
H 2.33 -0.10 -3.41 0.4463
H 0.67 0.45 -2.98 0.4178
C 2.07 1.74 -1.40 -1.1431
H 1.85 2.17 -2.41 0.4120
H 3.15 1.97 -1.27 0.3763
C 1.32 2.58 -0.30 -1.0106
H 1.66 3.62 -0.47 0.5440
H 1.78 2.37 0.69 0.6345
C -0.54 3.15 1.83 0.3483
C -0.07 1.94 2.64 -1.4454
H 0.93 1.56 2.39 0.2805
H -0.78 1.10 2.60 0.2070
H -0.01 2.27 3.69 0.5565
C -1.18 4.41 -0.75 0.4683
C -2.72 4.53 -0.77 -1.3128
H -2.99 5.37 -1.42 0.4691
H -3.11 4.77 0.23 0.2570
H -3.23 3.64 -1.15 0.2984
C -2.02 -2.65 -3.07 0.6957
C -3.18 -3.35 -2.34 -1.5024
H -3.97 -3.55 -3.07 0.4900
H -3.61 -2.73 -1.55 0.3218
H -2.89 -4.32 -1.91 0.2518
C -0.12 -3.36 -0.84 0.3917
C -0.98 -3.47 0.43 -1.1569
H -0.52 -4.22 1.08 0.4107
H -1.99 -3.80 0.20 0.3349
H -1.05 -2.53 1.01 0.1603
C -1.85 1.65 -0.24 -0.9483
C -0.60 5.71 -0.19 -1.5179
H 0.48 5.67 -0.02 0.3654
H -0.79 6.50 -0.93 0.4884
H -1.10 6.02 0.73 0.3230
C -1.50 -3.51 -4.23 -1.3861
H -2.34 -3.73 -4.90 0.4707
H -0.74 -2.99 -4.82 0.3532
H -1.10 -4.47 -3.89 0.2287
C -0.01 -4.69 -1.58 -1.9105
H 0.51 -5.41 -0.92 0.5243
H -0.99 -5.13 -1.80 0.3009
H 0.59 -4.63 -2.50 0.3640
C -1.88 3.64 2.35 -1.5736
H -2.71 2.98 2.06 0.2805
H -1.83 3.63 3.44 0.4752
H -2.12 4.66 2.05 0.3016
H 0.21 3.95 1.93 0.5198
H 0.92 -3.07 -0.56 0.6124
H -0.85 4.28 -1.80 0.3472
H -2.44 -1.71 -3.50 0.3531
O -1.17 0.43 -0.17 -0.6077
H -2.54 1.88 -1.10 0.4090
H -2.80 1.85 0.34 0.4183
N 4.10 -2.53 5.23 -0.4394
C 3.41 -1.92 4.23 1.0914
C 4.07 -1.13 3.26 -0.7844
C 3.35 -0.62 2.19 -0.4118
N 2.00 -0.84 2.08 -0.1314
C 1.34 -1.54 3.05 -0.3186
C 2.01 -2.09 4.13 -0.7893
H 5.11 -2.45 5.29 0.2077
H 3.64 -3.14 5.90 0.2112
H 5.14 -0.93 3.35 0.3559
H 3.83 -0.03 1.41 0.4874
H 0.26 -1.63 2.93 0.5090
H 1.45 -2.66 4.87 0.3538